1.
Entry from the Open Molecules 2025 dataset: a structure of composition C15H41BaF3HgNO18S2 (wB97M-V/def2-TZVPD).

## Properties
HOMO-LUMO gap	4.82	eV
total charge	+1
spin multiplicity	1
maximum force	3.25	eV/Å
HOMO level	-11.34	eV

Last column: Mulliken charge in e.
Cartesian coordinates (Å):
Ba1 19.944 -24.727 17.492  1.95
Hg1 18.188 -27.937 21.127  1.21
S1 17.595 -24.489 20.417  -1.06
O1 18.681 -23.934 21.175  0.01
O2 17.828 -24.169 18.985  -0.89
O3 17.546 -25.931 20.660  0.24
O4 16.292 -23.952 20.817  0.09
C1 16.027 -28.552 16.569  0.52
F1 15.370 -29.353 17.387  -0.21
F2 16.285 -29.127 15.429  -0.16
F3 15.258 -27.451 16.509  -0.17
S2 17.766 -28.101 17.323  0.88
O5 17.641 -28.194 18.809  -0.61
O6 18.694 -29.123 16.805  -0.62
O7 18.079 -26.750 16.811  -0.47
C2 14.317 -23.708 17.775  -0.26
C3 13.638 -23.579 19.196  -0.30
O8 14.030 -24.706 19.963  -0.64
O9 15.608 -23.230 17.617  -0.51
H1 13.672 -23.311 16.991  0.55
H2 14.336 -24.751 17.458  0.03
H3 12.557 -23.451 19.239  0.45
H4 14.086 -22.720 19.697  0.04
H5 14.786 -24.395 20.466  0.10
H6 16.212 -23.759 18.144  0.05
C4 16.208 -24.914 14.760  0.18
C5 17.216 -23.732 14.742  -0.69
O10 17.889 -23.731 16.012  -0.33
O11 16.956 -26.135 14.452  -0.54
H7 15.386 -24.924 14.045  0.42
H8 15.790 -24.998 15.763  -0.27
H9 16.709 -22.768 14.697  0.34
H10 17.812 -23.688 13.831  0.37
H11 17.250 -23.706 16.728  0.33
H12 17.464 -26.277 15.254  0.33
C6 22.013 -23.834 21.030  -0.46
C7 21.828 -22.406 21.752  0.02
O12 20.553 -22.432 22.449  -0.66
O13 21.001 -23.949 20.034  -0.32
H13 21.839 -24.657 21.723  -0.03
H14 23.025 -23.881 20.628  0.44
H15 21.962 -21.590 21.041  -0.19
H16 22.614 -22.258 22.493  0.49
H17 19.874 -23.029 22.127  0.26
H18 20.099 -23.950 20.361  0.31
C8 19.589 -21.033 19.226  0.14
C9 20.917 -20.462 18.754  -0.94
O14 21.353 -19.425 19.602  -0.54
O15 19.096 -22.028 18.350  -0.21
H19 18.800 -20.282 19.263  0.38
H20 19.691 -21.342 20.267  -0.01
H21 20.747 -19.957 17.804  0.34
H22 21.602 -21.308 18.806  0.41
H23 22.276 -19.574 19.822  0.32
H24 18.493 -22.615 18.811  0.27
C10 15.166 -21.817 23.121  -0.50
C11 16.448 -21.251 22.466  -0.22
O16 16.425 -21.437 21.114  -0.59
O17 15.295 -23.217 23.170  -0.58
H25 14.263 -21.499 22.599  0.25
H26 15.071 -21.510 24.162  0.39
H27 17.362 -21.609 22.939  0.00
H28 16.443 -20.162 22.530  0.43
H29 16.327 -22.372 20.920  0.21
H30 15.640 -23.525 22.329  0.52
C12 20.170 -25.304 24.533  -1.47
C13 19.349 -26.297 23.793  0.28
C14 17.815 -25.946 23.895  -0.27
O18 17.076 -27.085 23.393  -0.41
C15 15.679 -26.812 23.333  -0.60
N1 19.769 -26.471 22.427  -0.28
H31 21.224 -25.434 24.286  0.39
H32 20.030 -25.509 25.594  0.48
H33 20.001 -24.270 24.235  0.29
H34 19.460 -27.237 24.334  0.44
H35 17.672 -25.011 23.353  0.00
H36 17.635 -25.761 24.954  0.64
H37 15.387 -26.121 24.124  0.36
H38 15.014 -27.675 23.317  0.31
H39 15.439 -26.273 22.417  0.14
H40 20.773 -26.531 22.336  0.35
H41 19.554 -25.579 22.004  0.07

=====

2.
Entry from the Open Molecules 2025 dataset: a structure of composition C15H41F3N10O11PPb (wB97M-V/def2-TZVPD).

## Properties
HOMO-LUMO gap	9.39	eV
total charge	+1
spin multiplicity	1
maximum force	3.45	eV/Å
HOMO level	-11.11	eV

Last column: Mulliken charge in e.
Cartesian coordinates (Å):
Pb1 -11.139 -14.758 3.198  2.18
C1 -14.398 -15.515 2.645  -0.86
O1 -14.375 -14.119 2.310  -0.05
O2 -13.194 -16.027 2.513  -0.57
C2 -14.983 -15.608 4.051  0.76
F1 -16.320 -15.692 4.091  -0.30
F2 -14.459 -16.701 4.645  -0.31
F3 -14.613 -14.599 4.887  -0.18
C3 -14.710 -13.996 0.912  -0.04
C4 -14.837 -12.511 0.551  -1.02
H1 -15.128 -12.467 -0.512  0.43
H2 -15.617 -12.041 1.155  0.31
H3 -13.940 -11.910 0.678  0.01
H4 -15.693 -14.527 0.701  0.35
H5 -13.908 -14.565 0.283  0.13
H6 -15.129 -15.943 1.948  0.45
C5 -12.362 -13.410 9.735  -1.32
C6 -12.448 -13.404 8.241  0.02
O3 -11.587 -12.362 7.715  -0.28
P1 -11.404 -11.957 6.203  -0.25
O4 -10.680 -12.894 5.331  0.46
O5 -12.885 -11.705 5.743  -0.24
C7 -13.293 -11.381 4.381  0.52
C8 -14.705 -10.991 4.286  -1.43
O6 -10.670 -10.518 6.336  -0.28
C9 -9.331 -10.366 6.789  -0.14
C10 -9.418 -9.416 7.970  -1.15
H7 -11.274 -13.368 10.027  0.29
H8 -12.830 -12.544 10.112  0.35
H9 -12.648 -14.382 10.150  0.38
H10 -12.212 -14.382 7.915  0.23
H11 -13.439 -13.214 7.911  0.29
H12 -12.674 -10.486 4.022  0.28
H13 -13.038 -12.294 3.811  -0.21
H14 -15.424 -11.699 4.555  0.33
H15 -14.960 -10.052 4.792  0.42
H16 -14.858 -10.872 3.166  0.27
H17 -8.904 -11.340 7.025  0.16
H18 -8.731 -9.954 5.984  0.36
H19 -9.473 -8.361 7.646  0.32
H20 -10.328 -9.647 8.518  0.28
H21 -8.583 -9.619 8.673  0.34
C11 -11.162 -18.131 4.346  0.48
O7 -10.566 -17.072 4.357  -0.58
N1 -10.864 -19.087 5.241  -0.45
N2 -12.238 -18.476 3.545  -0.42
H22 -11.227 -19.993 5.052  0.18
H23 -10.265 -18.806 6.084  0.27
H24 -12.794 -17.730 3.238  0.17
H25 -12.898 -19.104 3.995  0.34
C12 -10.657 -12.270 0.897  0.56
O8 -10.506 -12.661 2.061  -0.70
N3 -11.446 -11.252 0.572  -0.38
N4 -10.100 -13.088 -0.075  -0.37
H26 -11.818 -10.613 1.205  0.20
H27 -11.509 -11.069 -0.439  0.18
H28 -9.814 -12.758 -1.017  0.22
H29 -9.772 -13.939 0.349  0.12
C13 -7.041 -18.507 2.383  0.68
O9 -7.168 -18.183 1.185  -0.79
N5 -7.850 -18.045 3.371  -0.05
N6 -5.986 -19.448 2.646  -0.46
H30 -7.684 -18.336 4.308  0.18
H31 -8.495 -17.340 3.115  -0.10
H32 -5.709 -19.744 3.583  0.17
H33 -5.657 -19.924 1.825  0.25
C14 -7.863 -14.518 4.374  0.38
O10 -8.795 -14.984 3.654  -0.54
N7 -8.024 -13.663 5.378  -0.24
N8 -6.655 -14.922 4.026  -0.45
H34 -8.944 -13.451 5.728  0.12
H35 -7.255 -13.379 5.953  0.19
H36 -6.571 -15.320 3.063  0.25
H37 -5.818 -14.474 4.378  0.21
C15 -10.490 -17.007 0.546  0.42
O11 -10.109 -15.929 1.145  -0.66
N9 -11.809 -17.281 0.555  -0.14
N10 -9.609 -17.645 -0.256  -0.42
H38 -12.396 -16.814 1.242  0.15
H39 -12.194 -17.967 -0.056  0.20
H40 -9.876 -18.465 -0.766  0.23
H41 -8.715 -17.756 0.219  0.34

=====

3.
Entry from the Open Molecules 2025 dataset: a structure of composition C15H42BF4O7V2 (wB97M-V/def2-TZVPD).

## Properties
HOMO-LUMO gap (alpha / beta)	7.43 / 7.02	eV
total charge	+1
spin multiplicity	7
maximum force	1.75	eV/Å
energy above the lowest of the compared OMol25 structures with the same formula, charge and spin	154.61	kJ/mol
HOMO level (alpha / beta)	-11.45 / -11.45	eV

Last column: Mulliken spin population.
Cartesian coordinates (Å):
V1 1.498 -3.133 -0.654  3.09
V2 3.745 -0.905 -0.514  3.00
O1 1.673 -1.127 -0.283  -0.13
H1 1.131 -0.363 -0.052  0.01
O2 3.535 -2.946 -0.871  0.02
H2 3.967 -3.476 -1.550  0.00
B1 3.879 -0.975 2.911  0.01
F1 5.140 -1.260 3.321  0.00
F2 3.788 -1.346 1.475  0.01
F3 2.899 -1.693 3.549  0.00
F4 3.610 0.412 2.925  0.00
C1 -1.473 0.403 -4.290  0.00
C2 -0.785 1.269 -3.280  0.00
C3 -1.663 2.395 -2.788  0.00
O3 -0.440 0.466 -2.099  -0.01
H3 -2.359 -0.037 -3.829  0.00
H4 -0.830 -0.405 -4.645  0.00
H5 -1.776 0.993 -5.155  0.00
H6 0.162 1.649 -3.680  0.00
H7 -2.662 2.012 -2.553  0.00
H8 -1.805 3.163 -3.546  0.00
H9 -1.269 2.821 -1.866  0.00
H10 0.285 -0.129 -2.324  0.01
C4 -3.981 0.090 -0.749  0.00
C5 -2.868 0.274 0.290  0.00
C6 -3.408 0.105 1.686  0.00
O4 -1.818 -0.683 0.084  -0.02
H11 -4.594 -0.784 -0.516  0.00
H12 -3.549 -0.065 -1.744  0.00
H13 -4.627 0.965 -0.810  0.00
H14 -2.472 1.292 0.170  0.00
H15 -2.676 0.285 2.473  0.00
H16 -3.801 -0.907 1.814  0.00
H17 -4.214 0.824 1.852  0.00
H18 -1.373 -0.406 -0.736  0.01
C7 -2.735 -4.194 -0.147  0.00
C8 -1.642 -3.891 -1.142  0.00
C9 -2.115 -3.214 -2.397  0.02
O5 -0.619 -3.053 -0.504  -0.03
H19 -2.307 -4.693 0.722  0.00
H20 -3.503 -4.811 -0.605  0.00
H21 -3.184 -3.263 0.208  0.00
H22 -1.141 -4.815 -1.448  0.01
H23 -2.950 -3.743 -2.849  0.00
H24 -1.296 -3.176 -3.123  0.00
H25 -2.409 -2.182 -2.195  0.00
H26 -1.073 -2.224 -0.207  0.00
C10 1.954 2.376 0.490  -0.01
C11 3.014 2.071 -0.561  0.00
C12 3.643 3.295 -1.185  -0.01
O6 4.027 1.178 -0.024  0.01
H27 2.253 3.173 1.173  0.00
H28 1.794 1.494 1.112  0.01
H29 1.005 2.645 0.031  0.00
H30 2.499 1.530 -1.369  0.00
H31 4.261 3.023 -2.042  0.00
H32 4.241 3.862 -0.470  0.00
H33 2.863 3.965 -1.553  0.00
H34 4.433 1.569 0.762  0.00
C13 1.119 2.451 3.723  0.00
C14 0.399 1.166 4.033  0.00
C15 0.154 0.263 2.828  -0.01
O7 1.120 0.453 5.034  0.00
H35 2.168 2.303 3.482  0.00
H36 1.041 3.097 4.602  0.00
H37 0.614 3.039 2.945  0.00
H38 -0.581 1.400 4.455  0.00
H39 -0.419 -0.596 3.181  0.00
H40 1.052 -0.113 2.332  0.01
H41 -0.441 0.784 2.069  0.00
H42 1.896 0.054 4.623  0.00

=====

4.
Entry from the Open Molecules 2025 dataset: a cluster of 5 separate species, C15H42N2O3 in total (wB97M-V/def2-TZVPD).

## Properties
HOMO-LUMO gap (alpha / beta)	7.91 / 2.90	eV
total charge	+1
spin multiplicity	2
maximum force	4.40	eV/Å
HOMO level (alpha / beta)	-10.35 / -10.35	eV

Last column: Mulliken spin population.
Cartesian coordinates (Å):
C1 2.911 2.181 -6.823  0.07
C2 3.678 1.629 -5.594  -0.02
N1 2.848 0.769 -4.679  0.75
C3 2.238 -0.356 -5.336  0.02
C4 3.245 -1.359 -6.008  0.01
C5 1.877 1.568 -3.905  0.02
C6 1.274 0.783 -2.712  0.03
H1 3.444 2.968 -7.356  0.00
H2 1.936 2.618 -6.610  0.00
H3 2.750 1.247 -7.363  0.00
H4 4.371 0.869 -5.955  0.00
H5 4.278 2.309 -4.989  0.00
H6 1.733 -1.069 -4.685  0.02
H7 1.446 -0.119 -6.047  0.05
H8 4.106 -1.600 -5.384  0.00
H9 2.944 -2.383 -6.230  0.00
H10 3.529 -1.026 -7.006  0.00
H11 1.120 1.966 -4.581  0.04
H12 2.412 2.448 -3.547  0.01
H13 0.703 -0.087 -3.036  0.00
H14 0.546 1.342 -2.123  0.00
H15 2.119 0.559 -2.060  -0.01
C7 -0.788 -0.089 6.674  0.00
C8 -1.215 0.472 5.226  0.00
N2 -1.133 -0.515 4.119  0.00
C9 -2.251 -1.437 4.203  0.00
C10 -2.394 -2.266 2.982  0.00
C11 0.202 -1.138 4.013  0.00
C12 1.315 -0.092 3.806  0.00
H16 -0.927 0.643 7.469  0.00
H17 0.297 -0.191 6.661  0.00
H18 -1.302 -0.991 7.007  0.00
H19 -2.203 0.930 5.279  0.00
H20 -0.509 1.287 5.065  0.00
H21 -2.226 -2.149 5.027  0.00
H22 -3.179 -0.867 4.238  0.00
H23 -1.540 -2.940 2.923  0.00
H24 -3.274 -2.898 3.104  0.00
H25 -2.528 -1.686 2.070  0.00
H26 0.294 -1.855 3.197  0.00
H27 0.474 -1.692 4.912  0.00
H28 1.425 0.725 4.519  0.00
H29 1.091 0.437 2.880  0.00
H30 2.260 -0.629 3.718  0.00
C13 0.222 -2.773 -0.309  0.00
O1 -0.712 -2.058 -1.113  0.00
H31 0.937 -3.461 -0.760  0.00
H32 0.973 -2.036 -0.024  0.00
H33 -0.328 -3.092 0.576  0.00
H34 -1.193 -2.771 -1.541  0.00
C14 -4.848 1.973 1.993  0.00
O2 -6.068 2.583 1.755  0.00
H35 -4.872 0.977 2.434  0.00
H36 -4.306 1.916 1.049  0.00
H37 -4.233 2.571 2.667  0.00
H38 -5.980 3.454 1.363  0.00
C15 -1.103 0.746 0.479  0.00
O3 -1.400 1.260 1.737  0.00
H39 -0.795 1.537 -0.205  0.00
H40 -0.329 -0.021 0.441  0.00
H41 -2.031 0.362 0.055  0.00
H42 -1.335 0.513 2.336  0.00